Entry 1:
100
Properties=species:S:1:pos:R:3 method="wB97M-V/def2-TZVPD" lumo_energy_ev=-10.50 max_force_ev_per_a=2.7 gap_ev=5.1 charge=+3 e_homo_ev=-15.57
Pt -1.42713 -0.11732 -0.16095
O -0.43103 -0.10085 1.77231
S -0.53961 -0.90703 3.09114
C -1.59075 0.05773 4.21642
C -1.40992 1.57527 4.20200
C -1.89032 2.24431 2.91394
C -3.38326 2.05825 2.67019
S -3.74193 2.37999 0.92430
O -2.67225 1.60273 0.12744
C -5.27745 1.51314 0.70174
C -5.36989 0.49911 -0.23974
C -6.60574 -0.09384 -0.46220
C -7.72558 0.34333 0.23165
C -7.61967 1.37440 1.15782
C -6.39301 1.97421 1.39270
C 1.03338 -0.68398 3.86249
C 1.88759 0.34105 3.48119
C 3.07633 0.49594 4.17774
C 3.39929 -0.37296 5.21262
C 2.53268 -1.39685 5.57547
C 1.34074 -1.56863 4.88982
H -1.34815 -0.35068 5.19984
H -2.61167 -0.24903 3.98323
H -0.35773 1.82361 4.35006
H -1.94511 1.97593 5.06582
H -1.33351 1.82713 2.08335
H -1.65535 3.30957 2.94673
H -3.98577 2.75345 3.25745
H -3.73631 1.04907 2.86651
H -4.49780 0.18566 -0.79879
H -6.69680 -0.88640 -1.19347
H -8.69084 -0.10190 0.03170
H -8.49605 1.72400 1.68607
H -6.31465 2.78814 2.10434
H 1.63216 0.99096 2.65473
H 3.74787 1.30305 3.91885
H 4.34732 -0.26945 5.72282
H 2.78923 -2.06965 6.38189
H 0.67234 -2.38457 5.14038
C -3.11258 1.01867 -4.11536
C -2.28567 1.07950 -2.87289
O -2.11109 0.01014 -2.23944
C -1.66589 2.33655 -2.47717
C -2.06135 3.53232 -3.06549
C -1.42320 4.72649 -2.77671
C -0.32015 4.73608 -1.91727
C 0.09649 3.57352 -1.31416
C -0.59959 2.35542 -1.51599
O -0.19787 1.32897 -0.82153
H -3.29212 -0.02129 -4.37852
H -2.62301 1.53029 -4.94145
H -4.07579 1.50266 -3.93369
H -2.87916 3.54778 -3.77333
H -1.76941 5.64311 -3.23218
H 0.20612 5.66243 -1.72911
H 0.93941 3.54752 -0.63702
C -4.92812 -6.16322 0.46851
C -5.10561 -4.98993 1.43271
C -6.56696 -4.50103 1.37582
C -4.78101 -5.45910 2.86307
C -4.19755 -3.82709 1.09266
C -4.32396 -2.60559 1.76572
C -3.52968 -1.53879 1.42678
N -2.61232 -1.61646 0.45343
C -2.43643 -2.79195 -0.18552
C -3.20168 -3.89792 0.11742
C -1.31037 -2.77319 -1.12982
C -1.07586 -3.67512 -2.13406
C 0.06285 -3.55136 -2.94762
C 0.94143 -2.50896 -2.64627
C 0.64637 -1.61582 -1.63869
N -0.46205 -1.73980 -0.89747
C 0.28611 -4.51963 -4.08910
C -0.96838 -4.52684 -4.98274
C 1.50042 -4.14169 -4.93853
C 0.50521 -5.92681 -3.50246
H -5.61762 -6.95802 0.74807
H -3.92157 -6.58392 0.51285
H -5.15733 -5.88120 -0.56191
H -7.23341 -5.36221 1.38409
H -6.76700 -3.93138 0.46586
H -6.82178 -3.88228 2.23712
H -5.48646 -6.23840 3.15014
H -4.86645 -4.64680 3.58664
H -3.77388 -5.87443 2.92506
H -5.05199 -2.47801 2.55472
H -3.63072 -0.58252 1.90898
H -3.00742 -4.82507 -0.40126
H -1.78501 -4.47341 -2.30247
H 1.85448 -2.36871 -3.20483
H 1.30290 -0.79038 -1.39460
H -1.25071 -3.51606 -5.28408
H -1.82182 -4.99365 -4.48816
H -0.76101 -5.10066 -5.88472
H 1.37207 -3.17241 -5.42498
H 1.63085 -4.88647 -5.72191
H 2.42235 -4.13058 -4.35469
H -0.32333 -6.23942 -2.86421
H 1.42550 -5.97391 -2.91862
H 0.58619 -6.64293 -4.31950


Entry 2:
82
Properties=species:S:1:pos:R:3 method="wB97M-V/def2-TZVPD" lumo_energy_ev=-0.19 max_force_ev_per_a=0.8 gap_ev=6.9 e_homo_ev=-7.11
Ba 0.60321 0.27493 -0.34865
O 0.05586 -3.33502 -2.21542
C 0.02191 -2.06266 -2.48664
O 0.99365 -1.33281 -2.55583
C -1.38595 -1.50814 -2.55707
C -2.50258 -2.21230 -2.98070
C -3.73735 -1.58769 -2.86513
C -3.84052 -0.33704 -2.26763
C -2.67219 0.27945 -1.85236
N -1.48928 -0.28536 -2.05651
C -2.55138 1.55765 -1.04630
O -3.50475 1.70479 -0.15570
O -1.58960 2.28412 -1.17556
H 0.92068 -3.55890 -1.65209
H -2.40986 -3.21792 -3.36434
H -4.63115 -2.09581 -3.20206
H -4.80043 0.13200 -2.10564
H -3.16149 2.28239 0.60149
Br 6.14896 -1.36303 7.09485
C 5.39244 -2.89035 6.26197
C 5.71018 -3.17423 4.94294
C 5.14567 -4.28148 4.33314
C 4.27506 -5.10676 5.04003
C 4.00572 -4.83316 6.37385
C 4.54626 -3.71121 6.98519
N 3.78111 -6.32569 4.47444
N 3.13121 -6.35304 3.41516
C 2.66584 -5.18415 2.75052
C 2.13754 -4.07562 3.37381
C 1.64471 -2.98971 2.65672
C 1.69041 -2.93128 1.26395
O 1.41415 -1.85877 0.60990
C 2.09720 -4.15700 0.58547
N 1.97878 -4.23776 -0.77100
C 2.38983 -5.31539 -1.39665
C 2.95870 -6.41647 -0.74087
C 3.05056 -6.38661 0.61873
C 2.60248 -5.24912 1.33077
H 6.38867 -2.53298 4.39812
H 5.37815 -4.51048 3.30094
H 3.36085 -5.50418 6.92698
H 4.32312 -3.48494 8.01843
H 2.09813 -4.04481 4.45506
H 1.25940 -2.12226 3.17722
H 2.24609 -5.33177 -2.47221
H 3.28655 -7.27323 -1.31286
H 3.44883 -7.22445 1.17442
O -2.21080 2.90582 1.85379
C -1.17183 2.22490 1.80796
O -1.07577 1.01665 1.46726
C 0.14207 2.96447 2.08008
C 0.10687 4.18857 2.78944
C 1.25692 4.89660 2.94052
C 2.45731 4.40977 2.36759
C 3.68526 5.11022 2.43623
C 4.80713 4.60497 1.84470
C 4.75252 3.36723 1.16413
C 3.58142 2.67081 1.08892
C 2.40221 3.17925 1.68390
N 1.24368 2.46713 1.56090
H -0.84549 4.52745 3.16942
H 1.26973 5.83756 3.47787
H 3.71765 6.05547 2.96432
H 5.74200 5.14623 1.89951
H 5.64842 2.96937 0.70558
H 3.53719 1.71343 0.58253
C 2.02182 4.37207 -1.91333
O 2.66778 3.47912 -2.83166
P 2.09452 1.95914 -2.90818
O 0.96664 2.01160 -4.04312
C 1.23851 2.51976 -5.35687
O 3.30964 1.30880 -3.75351
C 4.45229 0.85454 -3.03130
H 2.73568 4.66918 -1.14547
H 1.15300 3.90984 -1.43566
H 1.68582 5.24919 -2.46306
H 0.27573 2.72303 -5.81820
H 1.78030 1.77438 -5.93654
H 1.82343 3.43775 -5.30203
H 5.11750 0.38559 -3.75104
H 4.16533 0.11538 -2.27853
H 4.96778 1.69155 -2.55614


Entry 3:
83
Properties=species:S:1:pos:R:3 method="wB97M-V/def2-TZVPD" lumo_energy_ev="-9.55 / -9.54" max_force_ev_per_a=1.3 gap_ev="4.4 / 4.4" charge=+2 e_homo_ev="-13.92 / -13.92"
Tc 0.56596 -0.57667 1.47732
F -4.11662 -0.07024 3.72222
C -2.95658 0.53120 3.61269
F -2.78092 0.97314 2.37166
F -2.86274 1.53640 4.45839
S -1.58401 -0.64830 4.02458
O -0.37553 0.00653 3.43922
O -1.54615 -0.85543 5.41983
N -1.95062 -1.84771 3.07757
S -0.81312 -2.88955 2.83999
O -0.22975 -2.54685 1.49797
O 0.16125 -3.04101 3.86776
C -1.67647 -4.52598 2.59552
F -2.55294 -4.65271 3.56387
F -0.74780 -5.45426 2.67248
F -2.26353 -4.54604 1.41821
F 2.86134 -1.75657 -3.21761
C 2.86836 -1.85550 -1.89865
C 1.96834 -1.14246 -1.16015
C 1.97525 -1.23781 0.25178
C 3.00068 -2.02886 0.89234
C 3.85890 -2.75844 0.07579
F 4.80860 -3.52011 0.60959
C 3.81645 -2.68772 -1.30222
C 3.13613 -1.95807 2.35132
C 3.93658 -2.76546 3.14874
C 3.96635 -2.52914 4.51943
C 3.20667 -1.50704 5.05082
C 2.40547 -0.76472 4.19109
N 2.37427 -0.98476 2.88357
H 1.26374 -0.52167 -1.69950
H 4.53304 -3.23818 -1.89945
H 4.51145 -3.57023 2.72318
H 4.58594 -3.14491 5.15741
H 3.22143 -1.27627 6.10648
H 1.78115 0.03447 4.56658
Br 1.45072 5.38988 1.97950
C 2.29891 4.36052 0.65359
C 3.00761 5.00305 -0.35185
C 3.63111 4.26135 -1.34207
C 3.55731 2.87574 -1.33034
C 2.85608 2.22573 -0.32738
C 2.23036 2.97302 0.65512
I 1.10137 2.06960 2.19294
H 3.06574 6.08289 -0.35226
H 4.17900 4.77135 -2.12281
H 4.04827 2.29556 -2.10021
H 2.80687 1.14536 -0.31534
C -0.26575 0.02381 0.16424
Ge -1.53125 0.59728 -1.47950
C -1.79692 2.51554 -1.46563
C -1.15990 3.44066 -0.64892
C -1.44392 4.79401 -0.75413
C -2.37415 5.23679 -1.68322
C -3.01684 4.32343 -2.50809
C -2.73063 2.97207 -2.40027
C -0.61648 0.03634 -3.09642
C -0.61973 -1.31209 -3.46535
C -0.04294 -1.71218 -4.65879
C 0.53714 -0.76546 -5.49681
C 0.53948 0.57589 -5.14240
C -0.03593 0.97691 -3.94421
C -3.03906 -0.56370 -1.11071
C -3.97553 -0.68175 -2.14155
C -5.09829 -1.47911 -1.98221
C -5.28858 -2.18157 -0.79842
C -4.35328 -2.08537 0.22204
C -3.23802 -1.27783 0.06103
H -0.42784 3.11662 0.07202
H -0.94251 5.50264 -0.10653
H -2.60012 6.29176 -1.76508
H -3.74253 4.66311 -3.23501
H -3.24641 2.27852 -3.05775
H -1.09933 -2.04923 -2.82844
H -0.05596 -2.75516 -4.94702
H 0.97845 -1.07668 -6.43486
H 0.97730 1.31106 -5.80482
H -0.04152 2.02867 -3.67695
H -3.83211 -0.16548 -3.08637
H -5.82148 -1.55864 -2.78299
H -6.16353 -2.80627 -0.67608
H -4.49474 -2.63628 1.14424
H -2.52097 -1.21143 0.86627


Entry 4:
8
Properties=species:S:1:pos:R:3 method="wB97M-V/def2-TZVPD" lumo_energy_ev=-0.16 max_force_ev_per_a=4.5 gap_ev=9.5 e_homo_ev=-9.65
O 0.64141 0.98286 -1.50230
O 0.84247 1.11228 1.20515
O -0.17777 -1.68032 -0.21249
Si 1.15521 0.32827 -0.14473
I 3.46599 -0.37670 -0.08461
H 0.32068 0.43455 -2.21505
H -0.05316 1.34516 1.44772
H -0.06368 -2.10639 0.63637


Entry 5:
42
Properties=species:S:1:pos:R:3 method="wB97M-V/def2-TZVPD" lumo_energy_ev=-0.45 max_force_ev_per_a=19.3 gap_ev=8.1 e_homo_ev=-8.59
C 2.98309 3.40102 0.65577
C 2.31750 3.77719 2.03271
O 2.44140 4.90608 2.60548
N 1.38972 2.75060 2.83253
H 0.78288 3.18927 3.12410
H 1.20210 1.84776 2.26345
C 1.87739 2.39971 4.05723
H 3.31599 4.34316 0.25696
H 2.12754 2.81062 0.29495
H 3.95119 2.88044 0.68221
H 1.60825 2.95000 4.90969
H 2.97929 2.08344 4.11471
H 1.34314 1.48220 4.28335
O 0.95786 0.69195 1.27346
H 0.42043 0.37851 0.48976
F 2.74280 -4.47515 -4.11535
C 2.17794 -3.72490 -3.20279
C 0.99428 -4.01991 -2.54623
C 0.57965 -3.11070 -1.43814
C 1.38769 -1.98816 -1.10132
C 2.54778 -1.77481 -1.68604
C 2.99497 -2.53782 -2.76823
H 0.40988 -4.79022 -2.95642
H -0.34520 -3.17897 -0.89771
H 1.07677 -1.22076 -0.29040
H 3.16418 -1.13844 -1.07591
H 3.87998 -2.49842 -3.29538
C -3.08582 -1.44211 -1.20436
C -2.58655 -0.00927 -1.42746
C -2.73029 0.60834 -0.10202
S -4.27581 0.11136 0.53780
O -5.27684 1.19036 0.28809
O -4.22191 -0.31387 1.81382
C -4.58969 -1.17200 -0.64244
H -2.24758 -2.07678 -0.52234
H -3.23823 -1.86050 -1.94371
H -3.06673 0.52817 -2.15278
H -1.52580 -0.03716 -1.74631
H -2.52785 1.77541 -0.14109
H -1.87516 0.37532 0.56385
H -5.29084 -0.90652 -1.38024
H -4.76940 -2.20441 -0.44326